Here is a gas-phase ion, C6H9N2O (charge +1) in a non-equilibrium geometry from the OMol25 dataset. Energies are from the ωB97M-V functional and the def2-TZVPD basis.

ORCA input file:
```
! wB97M-V def2-TZVPD RIJCOSX def2/J DEFGRID3
* xyz 1 1
C -1.63 -0.51 -3.66
O -1.70 -0.40 -2.28
C -0.62 -0.11 -1.63
N -0.75 0.01 -0.25
C 0.11 0.12 1.07
C -0.01 0.30 2.59
C 1.38 0.39 3.09
C 2.13 0.29 1.86
N 1.46 0.15 0.77
H -1.08 -1.38 -4.03
H -0.94 0.37 -3.99
H -2.56 -0.51 -4.21
H 0.34 0.19 -1.93
H -1.62 -0.34 0.13
H -0.78 0.10 3.26
H 1.34 -0.51 3.67
H 1.78 1.20 3.59
H 3.15 0.63 1.93
*
```

The HOMO energy (alpha / beta) is -12.7150 / -12.7146 eV. The lowest unoccupied orbital energy (alpha / beta) is -4.73 / -4.73 eV. The energy above the lowest of the compared OMol25 structures with the same formula, charge and spin comes out at 364.3 kJ/mol. Its SMILES is CO/C=[NH+]/C1=CCC=N1. The value obtained for the largest force on an atom is 0.1163 hartree/bohr. The calculation puts the HOMO-LUMO gap (alpha / beta) at 7.981 / 7.980 eV.

Atom charges from the natural (NBO) analysis, given in e for atoms 1 to 6:
1. C -0.28
2. O -0.40
3. C 0.56
4. N -0.51
5. C 0.27
6. C -0.13

---

Here is a gas-phase ion, C6H9N2O (charge +1) in a non-equilibrium geometry from the OMol25 dataset. Energies are from the ωB97M-V functional and the def2-TZVPD basis.

ORCA input file:
```
! wB97M-V def2-TZVPD RIJCOSX def2/J DEFGRID3
* xyz 1 1
C 1.15 2.10 1.36
N 0.65 0.91 0.71
C 1.14 -0.30 1.04
N 0.53 -1.29 0.37
C -0.55 -0.68 -0.45
C -0.78 -1.11 -1.92
C -1.76 -1.45 -0.89
C -0.41 0.82 -0.26
O -1.08 1.70 -0.65
H 0.55 2.94 1.45
H 1.48 1.92 2.35
H 1.99 2.58 0.81
H 1.96 -0.44 1.72
H 0.79 -2.19 0.42
H -0.18 -1.87 -2.27
H -1.04 -0.25 -2.39
H -2.74 -1.06 -0.99
H -1.71 -2.34 -0.41
*
```

The HOMO energy is -14.5572 eV. The lowest unoccupied orbital energy is -4.46 eV. The energy above the lowest of the compared OMol25 structures with the same formula, charge and spin comes out at 71.6 kJ/mol. Its SMILES is CN1C=[NH+]C2(CC2)C1=O. The value obtained for the largest force on an atom is 0.1122 hartree/bohr. The calculation puts the HOMO-LUMO gap at 10.094 eV.

Atom charges from the natural (NBO) analysis, given in e for atoms 1 to 6:
1. C -0.44
2. N -0.38
3. C 0.39
4. N -0.46
5. C -0.02
6. C -0.34

---

Here is 2 unconnected molecules or ions with the total composition C6H9N2O2 in a non-equilibrium geometry from the OMol25 dataset. Energies are from the ωB97M-V functional and the def2-TZVPD basis.

ORCA input file:
```
! wB97M-V def2-TZVPD RIJCOSX def2/J DEFGRID3
* xyz -1 1
C -2.03 -1.67 2.91
C -1.84 -0.35 2.07
O -1.17 0.61 2.47
O -2.42 -0.41 0.95
H -1.20 -2.40 2.99
H -2.95 -2.13 2.45
H -2.38 -1.50 3.98
C 3.30 1.35 -1.59
C 1.21 0.31 -0.43
C 1.86 0.81 -1.56
C 0.08 -0.28 -2.26
N 0.00 -0.26 -0.83
N 1.26 0.24 -2.63
H 1.32 0.23 0.71
H -0.83 -0.47 -0.23
H 3.88 0.99 -2.38
H 3.75 1.18 -0.64
H -0.57 -0.70 -3.02
H 3.51 2.39 -1.88
*
```

The HOMO energy is -4.5738 eV. The lowest unoccupied orbital energy is 3.67 eV. The energy above the lowest of the compared OMol25 structures with the same formula, charge and spin comes out at 155.4 kJ/mol. The value obtained for the largest force on an atom is 0.0662 hartree/bohr. The calculation puts the HOMO-LUMO gap at 8.239 eV.

Atom charges from the natural (NBO) analysis, given in e for atoms 1 to 6:
1. C -0.75
2. C 0.76
3. O -0.75
4. O -0.83
5. H 0.20
6. H 0.21

---

Here is 2 unconnected molecules or ions with the total composition C6H9N2O2 in a non-equilibrium geometry from the OMol25 dataset. Energies are from the ωB97M-V functional and the def2-TZVPD basis.

ORCA input file:
```
! wB97M-V def2-TZVPD RIJCOSX def2/J DEFGRID3
* xyz -1 1
C -2.11 2.28 -1.98
C -2.19 -0.23 0.68
C -0.50 0.60 -0.63
C -1.75 1.29 -0.87
N -0.80 -0.23 0.43
N -2.75 0.74 -0.09
H -0.25 -1.09 0.47
H -2.51 -0.93 1.40
H 0.47 0.57 -1.09
H -1.72 3.37 -1.86
H -3.10 2.18 -2.24
H -1.46 1.92 -2.83
C 2.30 -0.09 1.52
C 2.37 -1.22 0.46
O 1.31 -1.87 0.52
O 3.40 -1.36 -0.13
H 2.39 -0.62 2.42
H 1.35 0.52 1.54
H 3.21 0.50 1.54
*
```

The HOMO energy is -4.4303 eV. The lowest unoccupied orbital energy is 3.67 eV. The energy above the lowest of the compared OMol25 structures with the same formula, charge and spin comes out at 150.1 kJ/mol. The value obtained for the largest force on an atom is 0.1030 hartree/bohr. The calculation puts the HOMO-LUMO gap at 8.101 eV.

Atom charges from the natural (NBO) analysis, given in e for atoms 1 to 6:
1. C -0.63
2. C 0.12
3. C -0.10
4. C 0.07
5. N -0.53
6. N -0.50

---

Here is 3 unconnected molecules or ions with the total composition C6H9N2O3 in a non-equilibrium geometry from the OMol25 dataset. Energies are from the ωB97M-V functional and the def2-TZVPD basis.

ORCA input file:
```
! wB97M-V def2-TZVPD RIJCOSX def2/J DEFGRID3
* xyz 1 1
C -0.20 2.01 -0.98
C 1.16 1.15 0.90
C -3.74 0.83 -0.97
C 1.62 -1.42 1.99
C 2.57 -1.31 -0.41
C 1.85 -0.84 0.85
N -4.59 0.48 -0.17
N 0.44 1.60 0.03
O -2.90 1.32 -1.61
O -5.01 -0.85 0.14
O 2.07 -0.59 -1.54
H -1.21 1.79 -1.01
H 0.31 2.51 -1.88
H 1.47 1.59 1.84
H 1.93 -2.40 2.06
H 1.19 -0.88 2.78
H -5.45 -0.65 0.99
H 3.58 -1.24 -0.07
H 2.33 -2.32 -0.54
H 2.58 -0.76 -2.41
*
```

The HOMO energy is -13.1058 eV. The lowest unoccupied orbital energy is -4.83 eV. The energy above the lowest of the compared OMol25 structures with the same formula, charge and spin comes out at 529.6 kJ/mol. The value obtained for the largest force on an atom is 0.0871 hartree/bohr. The calculation puts the HOMO-LUMO gap at 8.279 eV.

Atom charges from the natural (NBO) analysis, given in e for atoms 1 to 6:
1. C 0.05
2. C 0.21
3. C 0.84
4. C -0.44
5. C -0.15
6. C 0.17

---

Here is a single C6H9N2O5P molecule in a non-equilibrium geometry from the OMol25 dataset. Energies are from the ωB97M-V functional and the def2-TZVPD basis.

ORCA input file:
```
! wB97M-V def2-TZVPD RIJCOSX def2/J DEFGRID3
* xyz 0 3
C -1.74 -0.32 -0.03
C -0.35 -0.19 -0.37
C -2.66 0.59 -0.32
C 0.28 1.05 -0.79
C -2.20 -1.50 0.87
C 3.83 0.66 1.28
N -3.72 1.13 -0.26
N 0.38 -1.26 -0.30
O 0.32 -2.40 0.05
O 1.76 -1.01 -0.84
O 3.23 0.95 -1.66
O -4.65 1.05 -1.30
O 2.46 0.87 0.75
P 2.09 0.54 -0.79
H -0.16 1.43 -1.67
H 0.09 1.71 0.07
H -1.69 -1.59 1.81
H -1.70 -2.32 0.30
H -3.22 -1.63 1.01
H 3.80 -0.41 1.47
H 3.81 1.36 2.14
H 4.51 1.03 0.51
H -4.46 0.25 -1.92
*
```

The HOMO energy (alpha / beta) is -6.2708 / -10.1745 eV. The lowest unoccupied orbital energy (alpha / beta) is 0.38 / -2.73 eV. The value obtained for the largest force on an atom is 0.1619 hartree/bohr. The calculation puts the HOMO-LUMO gap (alpha / beta) at 6.647 / 7.447 eV. Its expectation value of S² is 2.016.

Atom charges from the natural (NBO) analysis, given in e for atoms 1 to 6:
1. C -0.13
2. C 0.11
3. C 0.24
4. C -0.79
5. C -0.63
6. C -0.25